DFT (the ωB97M-V functional and the def2-TZVPD basis) results for C36H43OPPd as an isolated structure.

Output
Charge: +2
Spin multiplicity: 5
E_tot in Eh: -1941.4036
Orbital gap (spin up / spin down) in eV: 6.82 / 5.84

The geometry in XYZ format:
```
82
C36H43OPPd | OMol25 | the ωB97M-V functional and the def2-TZVPD basis
Pd 0.345 -0.310 0.389
C -0.857 -0.407 2.358
C -1.832 -0.395 1.301
C -1.737 -1.705 0.645
C -0.642 -2.391 1.285
C -0.131 -1.636 2.365
C 0.961 -2.003 3.337
C 1.583 -3.349 2.966
C 0.314 -2.093 4.734
C 2.043 -0.909 3.351
C -2.646 -2.509 -0.271
C -3.660 -3.183 0.691
C -3.423 -1.748 -1.344
C -1.829 -3.616 -0.962
C -2.673 0.860 1.050
C -4.129 0.579 1.473
C -2.149 1.994 1.947
C -2.608 1.370 -0.413
H -0.748 0.362 3.104
H -0.313 -3.386 1.031
H 0.841 -4.153 2.982
H 2.353 -3.605 3.695
H 2.049 -3.324 1.978
H -0.490 -2.831 4.753
H -0.091 -1.130 5.057
H 1.069 -2.400 5.461
H 2.412 -0.696 2.351
H 2.896 -1.246 3.942
H 1.677 0.021 3.792
H -4.299 -2.450 1.186
H -3.155 -3.778 1.455
H -4.297 -3.852 0.107
H -4.153 -1.066 -0.922
H -3.979 -2.478 -1.936
H -2.767 -1.199 -2.022
H -1.523 -4.404 -0.271
H -0.933 -3.224 -1.456
H -2.448 -4.089 -1.725
H -4.183 0.258 2.517
H -4.605 -0.183 0.856
H -4.710 1.499 1.375
H -2.271 1.776 3.011
H -2.729 2.892 1.736
H -1.100 2.229 1.751
H -3.441 1.033 -1.016
H -1.696 1.073 -0.927
H -2.628 2.461 -0.409
O 2.192 -2.020 -0.338
C 3.050 -1.310 -0.684
C 3.863 -0.305 -1.077
C 5.263 -0.425 -1.343
C 5.972 0.693 -1.686
C 5.360 1.955 -1.775
C 3.995 2.085 -1.531
C 3.216 0.993 -1.191
P 1.424 1.109 -1.128
C 0.794 0.679 -2.761
C 0.058 -0.492 -2.942
C -0.367 -0.863 -4.209
C -0.057 -0.060 -5.298
C 0.682 1.106 -5.124
C 1.112 1.476 -3.861
C 0.991 2.772 -0.683
C 1.587 3.322 0.462
C 1.237 4.596 0.871
C 0.293 5.319 0.148
C -0.312 4.768 -0.976
C 0.025 3.489 -1.392
H 5.740 -1.394 -1.266
H 7.033 0.599 -1.885
H 5.946 2.827 -2.040
H 3.530 3.060 -1.617
H -0.173 -1.126 -2.100
H -0.932 -1.777 -4.349
H -0.386 -0.346 -6.290
H 0.929 1.726 -5.978
H 1.702 2.378 -3.736
H 2.333 2.760 1.013
H 1.704 5.032 1.745
H 0.028 6.321 0.462
H -1.046 5.338 -1.533
H -0.454 3.057 -2.262
```

These are the Löwdin partial charges, in e, on atoms 1 to 2: 0.7486 -0.0040